Record 1
Density functional theory data (wB97M-V/def2-TZVPD) for a molecular structure, C23H15Br2Cl3N3ORe.

Each line ends with the natural charge from an NBO analysis.
Atoms and positions in Å:
Re -0.4465 -0.5005 0.1792  1.4407
Br 1.1989 4.2314 -5.6195  0.1878
C 0.6137 3.3830 -4.0238  -0.0377
C 1.3579 2.3331 -3.4752  -0.2112
C 0.9391 1.7326 -2.3071  -0.2238
C -0.2481 2.1284 -1.6745  0.1194
C -1.0096 3.1545 -2.2651  -0.2135
C -0.5749 3.7917 -3.4078  -0.2079
N -0.6632 1.5059 -0.4823  -0.5033
C -1.2753 2.2579 0.3918  0.1489
C -1.8703 1.6668 1.5526  0.1106
C -2.6956 2.3927 2.4174  -0.1462
C -3.3735 1.7189 3.4209  -0.0809
C -3.1869 0.3475 3.5414  -0.1912
C -2.3117 -0.3022 2.6779  0.0913
N -1.6659 0.3282 1.6986  -0.5150
H 2.2660 2.0038 -3.9590  0.2535
H 1.5562 0.9802 -1.8432  0.2066
H -1.9657 3.4407 -1.8506  0.2301
H -1.1565 4.5950 -3.8360  0.2654
H -1.3720 3.3273 0.2478  0.2502
H -2.8260 3.4548 2.2723  0.2684
H -4.0361 2.2494 4.0874  0.2750
H -3.7008 -0.2164 4.3037  0.2745
H -2.1438 -1.3671 2.7851  0.2241
Cl 2.9679 -4.5322 5.0023  0.2686
C 2.4160 -3.2585 4.0343  0.0497
C 1.4009 -3.5011 3.0823  -0.1493
C 0.9584 -2.4589 2.3086  -0.1623
Cl -0.2529 -2.6645 1.0883  0.2526
C 1.4798 -1.1352 2.3942  0.4786
O 1.0820 -0.1903 1.6242  -0.5931
C 2.5231 -0.9248 3.3689  -0.0538
Cl 3.2314 0.6157 3.4820  0.2004
C 2.9561 -1.9750 4.1597  -0.2322
H 1.0046 -4.4994 2.9786  0.2822
H 3.7276 -1.7943 4.8950  0.2908
Br 2.8178 -1.5326 -0.7809  0.1633
C 1.4076 -1.7692 -2.0382  0.1748
C 1.6387 -2.3801 -3.2641  -0.2324
C 0.5661 -2.5664 -4.1205  -0.0617
C -0.6956 -2.1233 -3.7299  -0.2067
C -0.8303 -1.4928 -2.5104  0.0501
N 0.2024 -1.3197 -1.6597  -0.5914
H 2.6366 -2.7017 -3.5200  0.2807
H 0.7064 -3.0467 -5.0769  0.2752
H -1.5527 -2.2736 -4.3673  0.2773
H -1.8013 -1.1132 -2.1825  0.2229

The charge is +3. As for the spin multiplicity: 4. The calculation puts the frontier orbital gap (alpha / beta) at 0.194 / 0.140 hartree.

=====

Record 2
Density functional theory data (wB97M-V/def2-TZVPD) for a single C3H4NO2P molecule.

Each line ends with the natural charge from an NBO analysis.
Atoms and positions in Å:
C 0.3597 0.7881 -0.7816  -0.3726
C -0.9910 0.8779 -0.5697  0.2004
C 1.4346 -0.1751 -0.1350  0.5087
N 0.8896 -1.0648 0.6184  -0.4479
O 2.6633 -0.0166 -0.4354  -0.4654
O -1.9234 0.1873 0.2335  -0.8053
P -2.2692 -0.7416 1.4800  0.7098
H 0.8707 1.3071 -1.5965  0.2406
H -1.6241 1.6016 -1.2084  0.2052
H 1.5735 -1.7952 0.9517  0.3496
H -1.2915 -0.4465 2.3801  -0.1231

The calculation puts the frontier orbital gap (alpha / beta) at 0.336 / 0.171 hartree.

=====

Record 3
Density functional theory data (wB97M-V/def2-TZVPD) for a molecular structure, C40H28ClF10GeO4PPd.

Each line ends with the Mulliken charge.
Atoms and positions in Å:
Pd 0.1930 1.1212 0.5542  -0.8237
O 0.9205 0.5539 4.9304  -0.7034
Cl 0.1654 0.1014 3.7840  1.8324
O -1.1184 -0.3880 4.1965  -0.7209
O -0.0047 1.2332 2.8729  -0.6808
O 0.9053 -0.9436 3.1077  -0.6481
C -1.6119 1.8261 0.3040  -1.0886
Ge -2.3553 1.5177 -1.4297  2.3225
C -1.3193 2.3445 -2.8937  0.3117
C -1.2493 1.8295 -4.1863  -0.2062
C -0.5470 2.4889 -5.1898  -0.5464
C 0.1013 3.6858 -4.9162  -0.3859
C 0.0488 4.2100 -3.6295  -0.4930
C -0.6532 3.5435 -2.6330  -0.7324
C -4.0247 2.6270 -1.5154  -0.5640
C -4.6436 2.9267 -2.7303  0.1032
C -5.7985 3.6965 -2.7905  -0.6621
C -6.3636 4.1908 -1.6214  -0.3936
C -5.7609 3.9117 -0.4024  -0.5410
C -4.6045 3.1403 -0.3550  -0.4259
C -3.0111 -0.2327 -2.1278  -0.4817
C -2.1304 -1.2328 -2.5539  0.0595
C -2.5997 -2.4574 -3.0125  -0.7552
C -3.9638 -2.7189 -3.0505  -0.3953
C -4.8526 -1.7433 -2.6240  -0.6283
C -4.3770 -0.5171 -2.1713  -0.2787
H -2.3058 1.5051 1.0957  0.3837
H -1.7437 0.8910 -4.4141  0.3547
H -0.5003 2.0636 -6.1866  0.3713
H 0.6523 4.2002 -5.6958  0.3917
H 0.5603 5.1391 -3.4017  0.3291
H -0.6784 3.9467 -1.6252  0.3192
H -4.2102 2.5519 -3.6533  0.3338
H -6.2568 3.9140 -3.7494  0.3667
H -7.2642 4.7935 -1.6616  0.3401
H -6.1899 4.2994 0.5152  0.3718
H -4.1303 2.9413 0.5998  0.2805
H -1.0662 -1.0384 -2.4978  0.2711
H -1.8947 -3.2161 -3.3354  0.3897
H -4.3291 -3.6771 -3.4037  0.3406
H -5.9204 -1.9344 -2.6418  0.3770
H -5.0909 0.2327 -1.8469  0.2415
F 6.3011 3.0954 5.2834  -0.2663
C 6.8110 2.2762 4.3385  0.8380
F 7.3644 1.2391 5.0105  -0.2735
F 7.8337 2.9445 3.7656  -0.3016
C 5.7814 1.8262 3.3522  0.3849
C 4.6879 1.0968 3.8101  -1.4425
C 3.7242 0.6654 2.9190  -0.3457
C 3.8407 0.9460 1.5524  0.6984
C 4.9312 1.6914 1.1135  -0.3462
C 5.9001 2.1307 2.0065  -1.0456
P 2.4557 0.4217 0.4637  1.4092
C 3.1454 0.7605 -1.2087  -0.1074
C 2.5321 1.7380 -1.9843  -0.6267
C 3.0103 2.0286 -3.2551  -0.5260
C 4.1053 1.3381 -3.7511  0.3696
C 4.7205 0.3476 -2.9926  -1.2370
C 4.2354 0.0632 -1.7282  0.3396
C 4.5964 1.6129 -5.1377  0.8559
F 5.9336 1.4325 -5.2557  -0.2943
F 4.0329 0.7989 -6.0592  -0.2679
F 4.3436 2.8722 -5.5422  -0.2841
C 2.6281 -1.4071 0.4816  0.2930
C 1.6181 -2.0956 -0.1953  -0.4807
C 1.6516 -3.4770 -0.2714  -1.1711
C 2.6850 -4.1801 0.3382  0.3834
C 3.6796 -3.5052 1.0296  -1.1233
C 3.6502 -2.1197 1.0961  0.2774
C 2.7018 -5.6750 0.2960  0.9064
F 3.9579 -6.1792 0.3183  -0.2935
F 2.0615 -6.2353 1.3472  -0.2639
F 2.1109 -6.1718 -0.8099  -0.2817
H 4.5794 0.8767 4.8648  0.3950
H 2.8672 0.1118 3.2835  0.4822
H 5.0333 1.9394 0.0654  0.3648
H 6.7435 2.7069 1.6508  0.4433
H 1.6546 2.2448 -1.6035  0.1572
H 2.5126 2.7786 -3.8550  0.5248
H 5.5691 -0.1945 -3.3895  0.3837
H 4.7063 -0.7158 -1.1396  0.4692
H 0.8167 -1.5235 -0.6593  0.3017
H 0.8709 -4.0083 -0.7999  0.4925
H 4.4774 -4.0569 1.5098  0.3924
H 4.4310 -1.5988 1.6361  0.4282
F 0.0738 0.3215 -1.4059  -0.5481

The charge is -2. The calculation puts the frontier orbital gap (alpha / beta) at 0.196 / 0.184 hartree.

=====

Record 4
Density functional theory data (wB97M-V/def2-TZVPD) for a molecular structure, C35H35N3O4STeW.

Each line ends with the Mulliken charge.
Atoms and positions in Å:
W -0.2573 -1.5362 -0.0070  1.6050
C -5.4142 2.9048 0.7092  -1.6654
C -4.0840 2.2181 0.6001  0.0406
C -2.9111 2.9563 0.4419  -0.5675
C -1.6648 2.3494 0.3343  1.1134
C -0.4200 3.1675 0.1182  -0.7199
O -0.4161 3.9815 -0.7825  -0.6293
C 0.7582 2.9342 0.9921  0.7981
C 2.0088 3.3732 0.5589  -0.3454
C 3.1254 3.1740 1.3511  -0.7879
C 2.9941 2.5526 2.5902  -0.6026
C 1.7502 2.1270 3.0323  -0.6431
C 0.6323 2.3128 2.2318  -0.1261
C -1.6071 0.9692 0.3480  0.3069
O -0.4083 0.3318 0.2023  -0.3453
C -2.7580 0.1907 0.4739  -0.2126
C -3.9917 0.8285 0.6211  -0.5610
C -2.5994 -1.2708 0.3841  -0.6562
N -1.9399 -1.7109 -0.8070  0.4829
C -2.5749 -1.7553 -2.1351  -0.3800
C -1.7353 -0.9807 -3.1417  -1.1457
Te 0.3041 -1.2789 -2.6047  0.0321
C 1.9123 -1.5463 -0.1156  -0.2690
C 2.5702 -0.5069 0.5648  0.9412
C 3.9605 -0.4739 0.6305  -0.3219
C 4.7185 -1.4645 0.0206  -0.7241
C 4.0828 -2.5024 -0.6497  -0.8739
C 2.6966 -2.5393 -0.7145  -0.2085
C -3.2027 -2.2093 1.2612  1.0673
C -3.3212 -3.5761 0.9138  -0.1177
C -3.9253 -4.4630 1.7745  -1.0065
C -4.4083 -4.0226 3.0066  -0.4309
C -4.2782 -2.6861 3.3817  -1.0477
C -3.6827 -1.7870 2.5276  -0.4989
H -5.3174 3.8646 1.2138  0.4212
H -6.1288 2.2972 1.2619  0.4107
H -5.8323 3.0933 -0.2812  0.3051
H -2.9581 4.0379 0.4013  0.5834
H 2.0799 3.8881 -0.3911  0.6666
H 4.0952 3.5245 1.0229  0.4725
H 3.8629 2.4178 3.2216  0.4621
H 1.6509 1.6609 4.0032  0.4539
H -0.3381 1.9859 2.5805  0.4243
H -4.8893 0.2312 0.7331  0.5614
H -3.5754 -1.3255 -2.0585  0.3666
H -2.6775 -2.8013 -2.4267  0.4503
H -1.8911 0.0947 -3.0542  0.3858
H -1.8921 -1.2917 -4.1710  0.5958
H 2.0072 0.2838 1.0534  -0.3848
H 4.4444 0.3300 1.1722  0.4252
H 5.7984 -1.4388 0.0860  0.4832
H 4.6594 -3.2934 -1.1118  0.4608
H 2.2285 -3.3765 -1.2251  0.4331
H -2.9375 -3.9213 -0.0374  0.3044
H -4.0307 -5.5022 1.4951  0.4696
H -4.8821 -4.7258 3.6784  0.4633
H -4.6400 -2.3573 4.3460  0.4737
H -3.5619 -0.7532 2.8234  0.5270
C 2.1587 3.3405 -4.1865  -0.9087
N 2.8580 2.2066 -3.6066  0.0555
C 4.3207 2.0944 -3.6729  -0.6226
C 4.6001 0.7376 -2.9958  -0.5970
N 3.2545 0.2819 -2.6263  0.1544
C 2.3361 1.1805 -2.9707  0.6895
S 0.6415 1.0768 -2.5929  -0.2874
H 2.4705 3.4628 -5.2232  0.3246
H 2.3962 4.2464 -3.6286  0.3342
H 1.0869 3.1678 -4.1471  0.3261
H 4.7769 2.9378 -3.1542  0.3896
H 4.6339 2.1180 -4.7163  0.3542
H 5.2166 0.8351 -2.1042  0.3152
H 5.0679 0.0230 -3.6698  0.3637
H 3.0976 -0.3713 -1.8633  0.2066
C 0.0034 -3.8828 3.2124  -1.3553
C -0.0642 -2.9733 2.0460  0.7613
O 0.0247 -1.7037 2.1304  -0.5747
O -0.2005 -3.4223 0.8492  -0.7105
H 1.0327 -4.2372 3.3042  0.3348
H -0.6331 -4.7484 3.0446  0.3645
H -0.2672 -3.3550 4.1226  0.3663

The charge is +2. As for the spin multiplicity: 3. The calculation puts the frontier orbital gap (alpha / beta) at 0.240 / 0.224 hartree.

=====

Record 5
Density functional theory data (wB97M-V/def2-TZVPD) for a molecular structure, C4H6O3Rb.

Each line ends with the natural charge from an NBO analysis.
Atoms and positions in Å:
H 3.5319 -0.6533 4.8611  0.3127
C 2.7706 0.1409 5.2168  -0.8740
H 2.3114 -0.1515 6.1767  0.2486
H 3.3445 1.0825 5.2650  0.2511
C 2.0813 -0.1735 4.0394  0.0667
O -2.1049 -1.1483 -1.1770  -0.8314
C -1.6475 -0.4303 -2.0977  0.9515
O -0.5883 0.2369 -2.0522  -0.8418
Rb 0.0938 -0.6341 1.1290  0.9813
O -2.3947 -0.4066 -3.2339  -0.5483
C -1.9286 0.3857 -4.3168  -0.2447
H -1.8346 1.4392 -4.0215  0.1778
H -0.9571 0.0236 -4.6793  0.1763
H -2.6778 0.2887 -5.1097  0.1743

As for the spin multiplicity: 2. The calculation puts the frontier orbital gap (alpha / beta) at 0.230 / 0.245 hartree.

=====

Record 6
Density functional theory data (wB97M-V/def2-TZVPD) for a molecular structure, C2HNaO2.

Each line ends with the natural charge from an NBO analysis.
Atoms and positions in Å:
O -1.6389 0.6931 -0.5703  -0.7961
C -1.1960 0.3999 0.5823  -0.1432
O 1.8182 -0.0501 0.1328  -0.5790
C 1.6819 0.6479 1.0291  0.5524
Na -0.4765 -1.0393 -1.3918  0.9279
H -1.7724 0.8856 1.4180  0.0380

The calculation puts the frontier orbital gap at 0.184 hartree.

=====

For each record above, in turn, the calculated ΔE to the lowest compared entry with this formula, charge and spin values are 6.0, 81.6, 0.0, 0.0, 54.4, 2.8 kcal/mol.